Density functional theory data (the ωB97M-V functional and the def2-TZVPD basis) for a single C4H10N2O molecule at a distorted geometry.

Structure (XYZ):
```
17
Properties=species:S:1:pos:R:3:lowdin_charge:R:1
H -2.222 1.771 -0.175 0.081
C 0.060 0.566 -0.337 -0.464
H 1.298 -0.708 2.691 0.069
C 1.105 -1.361 0.655 -0.249
H 1.182 -2.239 -0.095 0.139
H 2.030 -2.314 2.390 0.076
H 0.309 -2.305 2.588 0.076
C 1.136 -1.659 2.201 -0.097
N -2.100 1.625 -1.212 0.018
H -1.598 -0.444 -1.064 0.063
O 1.049 1.262 -0.727 0.027
H 2.107 -0.830 0.451 0.135
H -0.768 -0.597 1.113 0.164
C -1.101 0.420 -1.360 -0.133
N 0.038 -0.450 0.490 -0.020
H -0.610 0.214 -2.312 0.118
H -2.883 1.327 -1.675 -0.002
```

SMILES: CCNC(=O)CN
net charge: 0
largest force on an atom: 6.897 eV/A
ΔE to the lowest compared entry with this formula, charge and spin: 72.3 kcal/mol
spin multiplicity: 1